[1]
189
Properties=species:S:1:pos:R:3 method="wB97M-V/def2-TZVPD" charge=-1 lumo_ev=2.0 energy_ha=-4740.7302 orbital_gap_ev=8.03
S 5.451 27.605 -7.848
S 4.017 27.511 -9.773
F 6.990 27.037 -7.713
F 3.771 26.484 -11.015
O 3.142 26.183 -15.358
O 6.231 24.423 -8.583
O 0.031 28.801 -5.064
O 2.750 27.303 -9.095
O 6.433 25.156 -11.416
O 10.762 29.789 -8.054
O 4.069 28.797 -10.491
O 1.413 23.394 -6.660
O 7.833 23.704 -2.708
O 4.804 27.010 -6.658
O 5.594 29.030 -7.895
O 6.098 28.350 -3.816
O 9.393 29.625 -12.058
O -0.060 25.512 -12.021
O 9.478 35.340 -7.155
O 6.295 21.893 -6.312
O 0.751 25.704 -18.742
O 14.119 36.217 -8.373
O -0.878 27.978 -10.628
O 7.666 27.796 -10.211
O 1.477 31.764 -8.186
N 11.899 33.292 -7.468
N 8.619 34.279 -7.439
N 8.301 26.258 -4.066
N 5.259 26.817 -9.326
N 3.983 22.808 -8.261
N 3.234 27.172 -17.947
N 2.409 30.615 -5.829
C 3.115 24.024 -8.304
C 0.157 23.328 -6.094
C 2.447 29.101 -5.728
C 7.244 28.984 -10.858
C 4.386 26.266 -16.006
C 7.306 35.503 -9.187
C 7.086 32.540 -6.615
C 1.895 25.961 -19.541
C 1.577 23.838 -7.990
C 6.346 32.592 -8.027
C 8.329 27.701 -4.312
C 3.950 21.947 -7.076
C 7.351 32.964 -9.123
C 4.360 27.371 -17.076
C 8.354 30.010 -11.191
C 9.643 28.978 -7.708
C 5.175 29.263 -3.250
C 0.818 24.622 -17.851
C -0.411 28.233 -6.305
C 12.999 33.985 -8.122
C 2.711 31.083 -8.173
C 3.268 26.087 -18.900
C 7.827 33.858 -6.252
C 8.982 25.865 -2.852
C 0.244 27.881 -11.460
C 9.282 34.204 -9.798
C 3.231 25.439 -14.192
C 3.324 31.282 -6.777
C 7.439 28.510 -3.450
C 1.000 31.972 -9.481
C 15.234 36.168 -7.425
C 7.597 21.275 -6.381
C 5.222 21.023 -6.934
C 7.284 23.982 -9.354
C 1.455 28.525 -4.764
C 12.928 35.594 -7.919
C 11.800 31.956 -8.006
C 0.820 26.459 -11.422
C 7.660 22.582 -1.811
C 6.847 23.859 -10.837
C 8.757 33.427 -5.091
C 9.114 24.315 -2.859
C 10.676 31.069 -7.478
C 8.094 34.280 -8.834
C 6.736 34.908 -5.854
H 1.206 24.860 -7.914
H 0.053 28.232 -12.474
H 3.190 24.444 -9.307
H 5.082 30.304 -3.560
H 8.300 21.733 -2.049
H -0.544 22.676 -6.616
H 6.007 23.167 -10.898
H 6.796 28.845 -11.842
H 7.486 22.988 -8.956
H 8.096 32.173 -9.204
H 7.501 28.336 -2.376
H 9.452 32.636 -5.374
H 7.971 36.366 -9.179
H 3.434 31.453 -8.900
H 1.852 26.843 -20.181
H -0.893 25.502 -11.543
H 1.103 26.073 -10.443
H 9.555 28.857 -6.628
H 1.915 25.182 -20.303
H 4.177 28.288 -16.516
H 8.074 27.822 -5.364
H -1.486 28.051 -6.319
H 9.617 24.002 -3.773
H 5.855 25.680 -10.857
H 2.602 26.905 -17.207
H 4.347 30.907 -6.741
H 7.927 22.776 -0.772
H 9.314 28.165 -4.367
H 5.379 29.421 -2.191
H 11.834 31.867 -9.092
H -0.324 24.280 -5.873
H 5.252 27.384 -17.702
H 9.269 34.229 -4.559
H 8.557 26.247 -1.924
H 6.413 34.889 -4.813
H 3.651 26.035 -13.382
H 6.236 32.367 -5.954
H 5.172 26.319 -15.253
H 1.661 27.456 -4.712
H 3.862 22.519 -6.152
H 9.738 27.935 -8.009
H 0.928 23.335 -8.707
H 3.830 24.539 -14.335
H 2.234 25.157 -13.852
H 0.039 27.283 -6.595
H 15.971 36.965 -7.521
H 4.224 28.731 -3.274
H 6.843 27.333 -10.039
H 14.826 36.229 -6.416
H 9.906 30.407 -12.272
H 3.417 25.165 -18.337
H 9.818 24.085 -2.059
H 1.034 28.475 -11.002
H 4.132 26.140 -19.562
H 2.313 28.668 -6.720
H 8.973 25.912 -4.736
H 14.007 33.668 -7.855
H 7.828 29.525 -3.533
H 1.631 28.826 -3.731
H 8.885 30.252 -10.270
H 8.492 21.818 -6.077
H 5.961 25.305 -8.848
H 3.053 21.328 -7.107
H 9.814 33.253 -9.762
H 1.645 26.369 -12.129
H 12.058 35.915 -8.492
H 6.469 35.695 -8.515
H 2.652 30.025 -8.430
H 7.757 31.687 -6.512
H 4.889 23.253 -8.256
H 0.312 22.821 -5.142
H 1.381 24.885 -16.955
H 8.135 24.626 -9.131
H 1.447 30.896 -5.955
H 4.648 25.308 -16.455
H 1.306 23.766 -18.317
H 5.782 34.944 -6.380
H 6.519 29.488 -10.219
H 6.833 35.466 -10.168
H 3.410 28.740 -5.370
H 8.887 36.084 -7.294
H 15.782 35.250 -7.633
H 5.046 20.206 -6.234
H 7.233 35.875 -5.934
H 5.572 33.359 -7.982
H 12.771 31.492 -7.837
H 10.759 30.963 -6.396
H 10.068 34.927 -9.581
H 7.525 23.340 -11.515
H 3.366 32.356 -6.593
H -0.045 32.279 -9.525
H 5.479 20.524 -7.868
H 12.913 33.937 -9.208
H 9.738 31.575 -7.704
H 7.890 30.908 -11.600
H 8.130 32.941 -4.344
H 1.065 31.084 -10.110
H 8.859 34.364 -10.790
H -0.237 29.104 -6.937
H 9.979 26.297 -2.932
H -1.535 27.280 -10.678
H 6.748 32.938 -10.031
H 5.976 31.616 -8.339
H -0.198 24.294 -17.633
H 7.568 20.472 -5.644
H 7.726 20.879 -7.388
H 3.534 24.829 -7.699
H 12.700 35.868 -6.889
H 10.986 33.718 -7.536
H 6.611 22.290 -1.865
H 8.707 29.371 -8.104
H 1.625 32.765 -9.893

---

[2]
166
Properties=species:S:1:pos:R:3 method="wB97M-V/def2-TZVPD" charge=0 lumo_ev=0.4 energy_ha=-2294.7420 smiles="CCN(CC)CC.CCN(CC)CC.CCN(CC)CC.CCN(CC)CC.CCN(CC)CC.CCN(CC)CC.CCN(CC)CC.CNC(C)=O" de_lowest_ev=6.063 orbital_gap_ev=8.33
O 0.637 -7.216 -7.362
N 1.065 -5.887 9.421
N 0.195 -0.523 -0.413
N 1.410 6.405 4.180
N -6.679 3.588 -3.995
N 7.704 -3.545 -3.638
N -7.577 -6.121 4.221
N 1.362 -6.199 -9.178
N 1.966 9.315 -5.019
C 1.460 8.343 5.693
C -7.759 5.726 -4.654
C 8.563 -4.031 -4.713
C -7.284 -7.294 3.532
C 3.334 5.447 2.747
C 1.452 5.299 5.200
C 8.216 -4.129 -2.413
C 1.451 10.711 -4.804
C 2.707 -6.250 -7.042
C 7.041 -4.182 -1.341
C -0.245 8.193 -5.620
C 1.465 -6.516 -7.849
C -6.882 -4.971 3.584
C 0.175 -4.886 8.767
C 10.019 -3.486 -4.656
C -1.035 -1.002 -1.063
C 1.898 5.947 2.816
C -7.926 1.993 -2.437
C 6.798 -1.590 -4.806
C 3.009 -5.640 7.807
C 2.488 -5.723 9.195
C -8.409 -8.255 3.709
C 0.217 -2.097 1.535
C 1.142 0.025 -1.404
C 3.914 7.759 -4.901
C 2.164 -5.188 -9.809
C 0.576 1.324 -1.986
C -5.563 2.679 -4.189
C 1.543 11.074 -3.347
C -7.521 -5.063 6.608
C -0.509 -6.553 11.100
C 2.151 7.665 4.490
C 3.396 9.162 -4.993
C 0.897 -5.968 10.872
C 0.950 3.918 4.694
C -7.274 3.372 -2.638
C -4.979 2.575 -5.613
C -6.470 4.901 -4.571
C 7.435 -2.180 -3.578
C 1.173 8.631 -6.064
C -7.703 -4.487 2.377
C 0.906 -1.634 0.283
C -7.164 -6.223 5.656
C -0.958 -2.144 -2.148
C 0.406 -3.458 9.287
H -5.761 2.634 -6.370
H 0.915 -2.087 2.372
H -8.600 -4.933 6.521
H -0.117 3.941 4.473
H 1.840 9.363 5.647
H -7.664 6.326 -5.559
H 1.788 6.749 2.086
H 3.211 7.585 4.729
H 1.012 10.367 -2.709
H 4.930 7.642 -5.278
H -9.381 -7.852 3.426
H 8.175 -3.730 -5.686
H 2.380 -5.829 -6.092
H 2.071 0.451 -1.028
H -7.536 -7.117 6.157
H -1.591 -0.130 -1.406
H -8.513 1.985 -1.519
H -6.085 -6.376 5.679
H -6.417 3.496 -1.976
H 1.731 7.705 -6.202
H -0.658 -7.087 12.038
H -8.209 -9.136 3.099
H 3.380 4.605 3.437
H -0.651 7.461 -6.319
H -0.947 -1.719 -3.151
H 5.909 -2.139 -5.118
H 8.394 -1.694 -3.399
H -8.346 -3.707 2.784
H 0.523 -6.558 -9.612
H 1.348 1.913 -2.481
H 8.537 -5.108 -4.879
H 0.373 8.367 5.620
H 1.402 3.505 3.793
H -0.060 1.887 -1.303
H 2.070 8.362 3.656
H 0.403 10.819 -5.084
H -1.206 -5.722 10.997
H -7.214 -5.170 7.648
H 1.315 5.170 2.322
H 1.220 3.200 5.468
H 3.731 9.627 -5.920
H -4.281 3.354 -5.921
H 1.038 12.035 -3.248
H 0.338 -5.066 7.704
H 1.691 7.827 6.625
H 6.402 -0.577 -4.737
H 6.110 -4.652 -1.658
H 3.062 -4.610 7.454
H 10.077 -2.398 -4.687
H -5.845 1.657 -3.936
H 1.076 -2.523 -0.325
H 1.937 -1.362 0.511
H -0.184 -3.089 1.326
H 1.448 -3.330 9.580
H 4.070 6.103 3.214
H 2.384 -6.228 7.135
H 10.644 -3.861 -3.846
H 0.253 -2.704 8.515
H 0.889 5.556 6.097
H 2.722 -6.744 9.498
H -0.692 -7.200 10.241
H 3.297 -7.145 -6.845
H -6.386 -7.798 3.890
H 3.414 7.162 -5.663
H -8.582 1.709 -3.260
H -0.798 9.129 -5.696
H 1.685 -4.683 -10.648
H 1.302 -0.784 -2.118
H -8.228 -5.276 1.839
H -0.856 -5.237 8.802
H -1.598 -1.431 -0.234
H 8.605 -5.116 -2.666
H 3.967 -6.140 7.663
H -7.192 1.188 -2.393
H -7.990 4.138 -2.340
H -6.949 -4.061 1.715
H -0.027 0.985 -2.828
H -6.705 -4.134 4.259
H -8.568 5.100 -5.029
H -4.598 1.559 -5.713
H 0.993 -4.984 11.330
H -8.005 6.187 -3.697
H 2.563 -4.415 -9.152
H -7.013 -4.155 6.281
H -0.253 -3.240 10.127
H 1.602 -6.662 11.331
H -8.413 -8.544 4.760
H -5.879 -5.203 3.225
H 7.462 -1.635 -5.669
H -1.887 -2.714 -2.122
H 2.495 5.194 5.497
H -0.637 -1.524 1.896
H 6.885 -1.874 -2.688
H -7.195 -7.210 2.449
H 3.063 -5.607 -10.261
H 3.818 9.705 -4.147
H -4.759 2.997 -3.525
H 3.859 7.342 -3.896
H -0.287 7.824 -4.595
H 2.097 11.401 -5.347
H 9.119 -3.634 -2.057
H 10.479 -3.808 -5.590
H 6.772 -3.194 -0.967
H 3.269 -5.410 -7.451
H 3.703 5.027 1.811
H -6.082 4.808 -5.585
H 2.931 -4.993 9.872
H 2.587 11.139 -3.041
H -5.669 5.435 -4.060
H 7.321 -4.695 -0.420
H 1.205 9.250 -6.960
H -0.132 -2.842 -2.014